{"formula": "C2HF2N3", "method": "wB97M-V/def2-TZVPD", "species": ["N", "N", "F", "C", "H", "F", "N", "C"], "xyz": [[-1.9029, -1.3796, -0.3190], [-0.0257, 1.6601, 0.1265], [2.3023, 2.0410, -0.0453], [0.0111, -0.5385, 0.6516], [-1.9067, -2.4293, -0.5760], [1.2362, -0.2670, 0.2664], [-0.7550, -1.0212, -0.1201], [1.0407, 1.9345, 0.0159]], "atomic_forces_ev_per_a": [[-1.261, -1.728, -2.330], [-6.101, 0.652, 0.248], [-0.208, 0.359, -0.101], [3.057, 0.227, 2.399], [0.060, 1.684, 0.804], [1.690, -0.931, -0.074], [-2.927, -1.934, -0.488], [5.690, 1.672, -0.458]], "e_lumo_ev": [-0.629, -0.640], "e_homo_ev": [-9.28, -9.27], "charge": 0, "orbital_gap_ev": [8.6, 8.6]}